1.
DFT (wB97M-V/def2-TZVPD) results for 2 unconnected molecules or ions with the total composition C4H13N2.

Geometry as XYZ:
```
19
Properties=species:S:1:pos:R:3:forces:R:3:nbo_charge:R:1
N 1.20929 -0.80568 -0.47420 -0.6 -0.5 0.2 -0.678
C 0.01838 -0.64895 -1.40041 -0.6 -0.2 -0.8 -0.232
C -0.50894 0.81110 -1.33202 -0.5 -0.9 1.5 -0.227
N -1.48645 1.08914 -2.37483 -0.3 -0.2 0.1 -0.829
H 1.85706 -0.06721 -0.65511 0.7 0.8 -0.2 0.432
H 0.97832 -0.74591 0.52491 -0.3 0.1 0.2 0.459
H 1.72962 -1.67346 -0.60378 -0.2 -0.2 -0.2 0.445
H 0.40196 -0.84554 -2.42408 -0.3 -0.1 0.6 0.239
H -0.77795 -1.40541 -1.12132 1.1 0.9 -0.3 0.238
H -0.94190 0.90485 -0.30182 0.3 0.1 -0.5 0.172
H 0.35367 1.49771 -1.35628 -0.4 -0.1 -0.4 0.197
H -2.33303 0.47570 -2.32954 1.1 0.8 0.2 0.378
H -1.78910 2.06739 -2.28477 0.1 -0.7 -0.2 0.389
C 0.08623 -0.75042 3.21839 -0.8 -0.1 -0.4 -0.355
C 0.58021 0.36055 2.64879 1.0 -0.9 0.0 -0.464
H -1.00977 -0.91690 3.23837 0.8 0.0 -0.1 0.210
H 0.69403 -1.57272 3.66676 -0.4 1.1 -0.3 0.222
H 0.06652 1.13415 2.08189 -0.5 -0.2 0.5 0.206
H 1.65545 0.52946 2.69943 0.0 0.0 0.0 0.199
```
Forces are in eV/Å.

- E_HOMO: -13.4 eV
- Relative energy (zero: lowest compared OMol25 entry of this formula, charge and spin): 2.176 eV
- 2S+1: 1
- Frontier orbital gap: 0.36436 Ha
- Total charge: +1
- Maximum force: 1.77 eV/Å
- E: -7331.311 eV

=====

2.
DFT (wB97M-V/def2-TZVPD) results for a gas-phase ion, C9H21N2S (charge +1).

Geometry as XYZ:
```
33
Properties=species:S:1:pos:R:3:forces:R:3:nbo_charge:R:1
C -5.07606 1.28281 0.17416 3.0 3.4 -1.3 -0.393
N -3.61140 0.95225 0.11533 0.4 0.8 1.1 -0.508
C -3.36584 -0.48464 0.17313 -0.9 -1.9 0.7 -0.418
S -1.68951 -0.71608 0.73213 0.2 -0.4 -0.4 0.205
C -0.92443 -1.41497 -0.83542 0.1 0.3 1.0 -0.467
C 0.37981 -2.14665 -0.50235 1.5 0.2 1.8 -0.469
C 1.41839 -1.20039 0.02452 1.4 1.8 1.2 0.153
N 0.98583 -0.66704 1.29296 -1.3 -1.6 -1.0 -0.873
C 2.60007 -0.84355 -0.51925 -0.3 -0.6 -0.8 -0.233
C 3.52164 0.33612 -0.19847 -1.4 -0.4 1.4 -0.257
C 3.11482 1.45765 -1.13649 0.6 0.5 -3.1 -0.617
C 3.63624 0.80843 1.30579 4.7 1.3 -3.1 -0.624
H -5.46604 0.82188 -0.64753 -1.7 -1.3 -1.8 0.225
H -5.44535 1.06980 1.10436 -0.9 -1.1 2.1 0.235
H -5.13160 2.37565 0.04609 -0.2 -0.4 -0.1 0.237
H -3.09751 1.42039 0.88508 -0.3 -0.4 -0.3 0.443
H -3.04229 1.17849 -0.69651 -0.7 1.1 -0.5 0.442
H -3.61778 -0.86967 -0.82674 0.3 -0.1 0.4 0.237
H -4.09368 -0.91340 0.89601 0.5 0.2 -0.4 0.239
H -0.72389 -0.48569 -1.39217 -0.2 -0.9 -0.6 0.232
H -1.68907 -2.11869 -1.17982 0.3 0.4 -0.5 0.233
H 0.33728 -2.74333 0.45218 -1.0 -0.5 -1.3 0.218
H 0.88333 -2.72203 -1.27631 -0.8 -0.1 -0.3 0.259
H 0.34072 -1.38749 1.74567 2.0 1.8 0.1 0.377
H 1.65519 -0.09939 1.80261 -0.6 -0.9 0.2 0.409
H 2.89764 -1.33657 -1.46655 -0.5 0.3 0.5 0.207
H 4.53286 0.08846 -0.46615 0.4 -0.5 0.0 0.221
H 2.69535 2.33330 -0.69837 -0.4 0.5 0.7 0.213
H 2.43333 1.15408 -1.97995 0.2 -0.1 1.1 0.212
H 3.96514 1.82440 -1.78798 -0.4 -0.2 1.1 0.221
H 4.42305 0.24386 1.79612 -0.6 -0.9 0.5 0.231
H 2.83737 1.06471 1.90329 -1.7 0.6 1.0 0.187
H 4.31641 1.73729 1.16062 -1.5 -0.7 0.4 0.224
```
Forces are in eV/Å.

- E_HOMO: -10.5 eV
- Relative energy (zero: lowest compared OMol25 entry of this formula, charge and spin): 1.369 eV
- 2S+1: 1
- Frontier orbital gap: 0.26822 Ha
- Total charge: +1
- Maximum force: 5.77 eV/Å
- Structure (SMILES): C[NH2+]CSCC/C(N)=C/C(C)C
- E: -23480.050 eV